Entry 1:
Formula: C14H25F3N3O
Source: the Open Molecules 2025 dataset
Level of theory: wB97M-V/def2-TZVPD

The value obtained for the HOMO-LUMO gap is 0.225 Ha. As for the total charge: +1.

Geometry (Å):
F  0.0786  -3.3644  0.2271
F  0.2839  -2.5171  -1.8778
F  1.6541  -1.9143  -0.2631
O  4.9227  1.6725  -3.8363
N  -4.9795  0.0725  2.2718
N  2.7420  1.7152  -1.9768
N  -3.8301  0.6547  2.0962
C  -2.0141  -1.2223  -0.7695
C  3.9581  0.6328  -3.8587
C  -3.4483  1.1278  4.4947
C  3.2071  0.4356  -2.5293
C  -2.4919  -0.1203  4.5511
C  -2.8468  0.3751  1.2092
C  -3.5379  1.7880  3.0479
C  4.0260  -0.2944  -1.4700
C  6.1787  1.3038  -3.2894
C  -3.0626  -0.7553  0.2780
C  -4.3430  -1.4748  0.4062
C  -0.5663  -1.0396  -0.1560
C  0.3481  -2.2606  -0.5407
C  -5.2505  -0.9592  1.4613
H  -3.1139  1.8798  5.2462
H  -2.5298  2.2117  2.8257
H  -1.4407  0.2375  4.3971
H  3.5446  2.3419  -1.9474
H  4.7905  0.3392  -1.0189
H  2.3275  -0.1831  -2.7414
H  -0.5814  -1.0249  0.9629
H  3.2273  0.9311  -4.6170
H  2.1196  2.1550  -2.6513
H  -1.9080  0.9599  1.1643
H  -2.1444  -0.7378  -1.7681
H  6.1858  1.4646  -2.2094
H  -2.1772  -2.3300  -0.8995
H  4.4063  -0.3046  -4.2104
H  3.3801  -0.6316  -0.6614
H  -4.3552  2.5459  2.9864
H  4.5159  -1.1756  -1.8916
H  -2.5877  -0.6580  5.5324
H  -6.2129  -1.5025  1.6055
H  -4.4815  0.7621  4.7377
H  -2.6915  -0.8902  3.7619
H  6.4398  0.2677  -3.5212
H  -0.0821  -0.1333  -0.5925
H  -4.5965  -2.3369  -0.2423
H  6.9370  1.9565  -3.7238

Entry 2:
Formula: C25H27BrIrN3O2S
Source: the Open Molecules 2025 dataset
Level of theory: wB97M-V/def2-TZVPD

The calculation puts the energy above the lowest of the compared OMol25 structures with the same formula, charge and spin at 370.6 kJ/mol. As for the spin multiplicity: 5. The value obtained for the HOMO-LUMO gap (alpha / beta) is 0.280 / 0.179 Ha. As for the total charge: +2. The expectation value of S² is 6.031.

Geometry (Å):
Ir  1.3057  0.4141  1.7965
Br  4.2982  1.5101  2.1093
S  -3.2997  0.1432  2.4377
O  1.1853  -2.4580  1.8081
O  2.7791  -0.9851  1.1434
N  -0.8570  -0.0686  1.3439
N  2.0724  1.8473  0.4642
N  4.6777  -2.7791  0.7514
C  3.2699  3.4197  -1.4106
C  3.4157  2.0701  0.5153
C  -1.5674  0.2483  2.4150
C  -3.1855  -2.2970  -3.7289
C  1.3382  2.3618  -0.5190
C  -1.0238  -1.0316  -3.7187
C  1.1743  0.6123  4.8615
C  -2.8098  -0.7637  -1.8366
C  -0.9949  0.3503  3.6558
C  -3.2872  -0.2492  0.8305
C  4.0596  2.9095  -0.4171
C  -1.6283  0.2046  4.8968
C  -3.3941  0.1553  -3.9863
C  -4.3619  -0.4935  0.0165
C  0.4875  0.2944  6.0604
C  -0.9234  0.2432  6.1037
C  1.9035  3.1713  -1.5328
C  3.2337  -3.3257  1.0645
C  2.2625  -2.2276  1.4120
C  -1.9861  -0.1986  0.3093
C  -2.5332  -1.0061  -3.2571
C  0.4821  0.5364  3.6401
C  -1.6504  -0.5359  -1.0014
C  1.0288  3.7386  -2.6048
C  -4.0455  -0.7129  -1.3374
H  -0.7418  -1.3877  -4.7637
H  -0.3885  -1.5392  -3.0461
H  4.9014  -3.0745  -0.1837
H  0.2741  2.1124  -0.4257
H  3.2236  -4.1778  1.7134
H  3.6076  3.9602  -2.2748
H  -4.4093  0.0496  -3.8395
H  -0.7336  0.0221  -3.5372
H  -4.7404  -0.8092  -2.1381
H  -3.1939  -2.4105  -4.8414
H  1.1831  0.3648  6.9243
H  -0.7473  -0.6266  -1.5548
H  5.3820  -3.0914  1.4152
H  -4.2145  -2.3898  -3.4199
H  0.4181  3.0041  -3.0585
H  -1.4191  0.1717  7.1634
H  -3.2485  0.1501  -5.0737
H  -5.2291  -0.8295  0.5469
H  5.1198  3.2709  -0.3098
H  0.3970  4.5351  -2.1320
H  1.6752  4.3139  -3.4360
H  2.9571  -3.7219  0.1190
H  -3.0255  1.1279  -3.6662
H  4.6394  -1.7725  0.7994
H  -2.7714  -3.1386  -3.2954
H  2.2882  0.7474  4.8873
H  -2.6299  0.0411  5.1424

Entry 3:
Formula: C8H11IS
Source: the Open Molecules 2025 dataset
Level of theory: wB97M-V/def2-TZVPD

The calculation puts the energy above the lowest of the compared OMol25 structures with the same formula, charge and spin at 114.8 kJ/mol. The value obtained for the HOMO-LUMO gap is 0.300 Ha.

Geometry (Å):
I  0.4803  2.0716  -3.0571
S  -1.9226  -0.0831  -2.5967
C  -2.2535  -0.9371  -1.1699
C  -0.2462  0.0443  -0.3986
C  0.8081  1.7021  1.2612
C  2.1943  0.1888  -0.3143
C  -0.5778  0.6993  -1.9589
C  0.9517  0.3763  0.4521
C  -1.3521  -0.7728  -0.1444
C  -1.4415  -1.6644  1.0352
H  2.5902  -0.8989  -0.2518
H  0.7912  -0.2877  1.3331
H  -2.2193  -1.4599  1.7552
H  -2.9332  -1.7576  -1.1567
H  0.0939  1.5581  1.9656
H  1.9113  0.3986  -1.3256
H  3.0335  0.8114  -0.0119
H  1.6863  1.8699  1.7842
H  0.6090  2.5868  0.6190
H  -1.7823  -2.6690  0.6492
H  -0.4213  -1.7769  1.5310

Entry 4:
Formula: C36H44IrN2O11P2S4
Source: the Open Molecules 2025 dataset
Level of theory: wB97M-V/def2-TZVPD

The calculation puts the energy above the lowest of the compared OMol25 structures with the same formula, charge and spin at 19.2 kJ/mol. The value obtained for the HOMO-LUMO gap is 0.218 Ha. As for the total charge: -1.

Geometry (Å):
Ir  0.8689  -0.2027  -0.0698
S  -1.1068  -1.0365  2.2596
S  -7.8108  -0.3016  -1.0555
S  -4.7744  -0.1577  0.4894
S  2.1946  -1.9993  1.5177
P  -6.6924  -0.6329  0.5157
P  -0.7851  -0.1223  -1.5522
O  0.9922  1.7742  -0.6345
O  -7.3907  0.0221  1.8440
O  2.4953  -0.5483  1.4602
O  3.3255  -2.8662  1.4002
O  -1.6047  -2.0309  1.3573
O  2.3085  2.9864  -1.9298
O  -6.8550  -2.2060  0.8942
O  -1.9991  -0.3954  3.1758
O  2.3632  -0.5377  -1.4742
O  -0.3325  0.0589  1.5326
O  1.1277  -2.2056  0.4813
N  4.5315  0.1262  -1.1614
N  3.8988  -1.1407  -3.0053
C  1.0775  1.3540  -5.4853
C  -2.9429  -1.8921  -1.8125
C  -5.1182  -3.6776  1.6422
C  -6.1866  -2.6902  2.0689
C  -2.0539  1.1386  -1.3216
C  -2.6348  -4.2295  -2.2931
C  -4.0101  3.0938  -1.1155
C  4.6054  -0.3879  -4.0354
C  4.2658  1.0961  -0.1051
C  0.3158  -2.8814  5.5385
C  3.5528  -0.4938  -1.8412
C  0.9419  1.4438  -3.0724
C  0.0884  -1.8843  3.3438
C  -0.3744  -0.1556  -4.3176
C  -3.1173  2.8937  -0.0774
C  -0.7236  -2.7866  -2.1449
C  0.0039  0.4048  -3.1025
C  1.6009  -3.2976  5.2427
C  -0.4276  -2.1807  4.6000
C  5.9318  -0.2184  -1.3190
C  -2.9502  1.3492  -2.3719
C  -6.7958  1.0473  2.6405
C  1.4666  2.1158  -1.8041
C  -1.2564  -4.0446  -2.3563
C  -1.5689  -1.7059  -1.8847
C  -7.0577  2.4017  2.0056
C  1.4637  1.9088  -4.2735
C  2.9155  -2.0727  -3.5371
C  -3.9334  2.3139  -2.2620
C  1.3888  -2.3153  3.0583
C  -7.3972  0.9242  4.0280
C  2.1359  -3.0117  3.9973
C  0.1621  0.3133  -5.5086
C  -7.2389  -3.2969  2.9789
C  -3.4714  -3.1603  -2.0180
C  -2.1468  1.9068  -0.1664
H  -5.7170  0.8761  2.6839
H  5.1070  0.4752  -3.6079
H  -2.8942  0.7459  -3.2706
H  6.3462  -0.4315  -0.3318
H  -1.0916  -0.9670  -4.3297
H  -0.1430  -0.1295  -6.4484
H  -6.6587  3.2032  2.6330
H  -8.4737  1.1071  3.9960
H  6.0400  -1.1023  -1.9398
H  -4.6480  -4.1351  2.5166
H  -5.6987  -1.8530  2.5775
H  -7.2291  -0.0781  4.4248
H  -0.1202  -3.0990  6.5050
H  1.4904  1.7375  -6.4102
H  0.3508  -2.6419  -2.1522
H  -6.5779  2.4464  1.0270
H  -6.7888  -3.6303  3.9174
H  2.1818  2.7163  -4.2299
H  -1.4274  -1.8447  4.8321
H  -7.7089  -4.1549  2.4927
H  -0.6003  -4.8846  -2.5470
H  -5.5650  -4.4656  1.0306
H  3.2082  1.2996  -0.0147
H  -3.0531  -5.2173  -2.4430
H  2.4828  -2.6500  -2.7252
H  -4.6530  2.4428  -3.0591
H  -3.2009  3.4734  0.8324
H  -4.3456  -3.1654  1.0677
H  -4.7921  3.8364  -1.0221
H  -8.0104  -2.5581  3.1962
H  -6.9382  1.6480  4.7048
H  -8.1317  2.5511  1.8750
H  3.1330  -3.3332  3.7311
H  2.1134  -1.5556  -4.0749
H  -4.5420  -3.2997  -1.9368
H  3.8935  -0.0259  -4.7842
H  2.1871  -3.8424  5.9709
H  6.4985  0.6078  -1.7569
H  5.3457  -1.0204  -4.5291
H  4.6344  0.7084  0.8450
H  4.7693  2.0321  -0.3504
H  -3.6087  -1.0780  -1.5486
H  3.4244  -2.7526  -4.2210
H  -1.4942  1.7176  0.6725

Entry 5:
Formula: C6H11NO
Source: the Open Molecules 2025 dataset
Level of theory: wB97M-V/def2-TZVPD

The calculation puts the energy above the lowest of the compared OMol25 structures with the same formula, charge and spin at 805.5 kJ/mol. The value obtained for the HOMO-LUMO gap is 0.342 Ha. Its structure (SMILES) is N[C@@H]1CC[C@H]2[C@@H](O)[C@@H]21.

Geometry (Å):
O  2.9179  1.0148  0.4403
N  -0.4064  -1.9608  -0.1142
C  -0.8418  -0.6200  0.6097
C  1.9717  -0.0089  0.0159
C  0.7151  0.4095  -0.7288
C  0.6127  -0.0747  0.6387
C  -1.6130  0.5371  -0.1022
C  -0.5761  1.3778  -0.8519
H  0.3197  -0.2353  -1.7303
H  -0.4398  2.1784  -0.2155
H  0.6276  0.8943  1.2324
H  -0.0892  -2.6055  0.5312
H  -1.3576  -2.1742  -0.4560
H  -0.8667  1.4243  -1.8582
H  2.2598  -1.2425  -0.2203
H  -2.2454  0.9383  0.5601
H  2.8543  0.9992  1.5950
H  -1.5654  -0.7419  1.5683
H  -2.2775  -0.1100  -0.9143